Density functional theory data (ωB97M-V with the def2-TZVPD basis set) for a molecular structure, C35H42Cl2N2O3SbTm.

Its multiplicity is 3. The strongest force on any atom is 3.03 eV/A. The calculation puts the LUMO energy (spin up / spin down) at -0.1 / -0.1 eV. The charge is 0. The calculation puts the electronic energy at -3940.096042 a.u.

Each line ends with the Löwdin spin population.
Element x y z (Å)
O 1.51262 -2.18307 0.33901  -0.0030
C 1.94719 -2.80441 1.49926  0.0001
C 1.25190 -4.14634 1.62298  0.0000
C 0.08638 -4.46563 0.92173  0.0000
H -0.39835 -3.72424 0.28144  0.0001
C -0.49508 -5.72548 1.07515  0.0000
H -1.40408 -5.97168 0.51768  0.0000
C 0.07205 -6.65193 1.96207  0.0000
H -0.40058 -7.63452 2.10747  0.0000
C 1.24227 -6.32640 2.67091  0.0000
H 1.68376 -7.03862 3.37410  0.0000
C 1.83327 -5.08352 2.47951  0.0000
H 2.73468 -4.77312 3.01758  0.0000
H 3.03685 -2.99956 1.44596  -0.0001
C 2.63352 -0.66909 2.76836  0.0000
C 1.74855 -1.87494 2.70012  0.0002
H 2.74682 -0.30494 3.79963  0.0000
H 2.25276 0.15986 2.15919  0.0000
H 3.63220 -0.92360 2.39504  0.0000
C 0.69671 -2.05996 3.51437  0.0002
C 0.29065 -1.18674 4.65118  0.0000
H 0.02978 -2.90211 3.34038  0.0000
H 0.34914 -1.75406 5.59710  0.0000
H -0.76299 -0.89278 4.52653  0.0000
H 0.88631 -0.27699 4.77315  0.0000
Tm 0.28419 -0.66871 -0.15955  2.0106
Cl -2.06053 -1.72960 -0.32043  -0.0027
Cl -0.88663 0.49218 1.86992  -0.0017
H 0.58180 -4.77598 -3.54313  0.0000
H -1.38640 -3.02279 -4.26734  0.0000
C 0.45081 -4.27169 -2.57790  0.0000
C -1.24233 -2.55587 -3.28683  0.0000
N 0.09481 -2.87424 -2.77963  0.0003
H 1.39087 -4.31021 -2.01244  0.0000
C 1.00506 -1.95278 -2.53230  -0.0004
O 0.72620 -0.73554 -2.27652  -0.0019
H -1.37726 -1.47227 -3.35351  0.0000
H 2.05823 -2.29151 -2.52563  0.0000
H -0.33424 -4.77229 -2.00405  0.0000
H -1.98142 -2.95438 -2.58636  0.0000
H 4.28608 3.15934 -0.77583  0.0000
H 5.61476 1.29805 -2.27905  0.0000
C 4.34168 2.35308 -0.03493  0.0000
C 5.38831 0.58107 -1.48031  0.0000
N 4.25205 1.04690 -0.68679  -0.0002
H 3.53374 2.46013 0.69284  0.0000
C 3.12662 0.35941 -0.67618  -0.0001
O 2.03050 0.78887 -0.17732  -0.0009
H 5.13486 -0.39057 -1.92020  0.0000
H 3.17476 -0.65490 -1.10855  0.0001
H 5.30730 2.43346 0.46887  0.0000
H 6.28277 0.47148 -0.85547  0.0000
C -6.22457 2.01121 0.72353  0.0000
C -5.71614 1.11109 -0.22214  0.0000
C -4.35470 1.12781 -0.54733  -0.0001
C -3.50556 2.04538 0.07389  -0.0004
C -4.00218 2.95793 1.00685  -0.0001
C -5.36576 2.93302 1.33393  0.0000
Sb -1.41346 1.99932 -0.42562  -0.0003
C -1.68915 2.45300 -2.58498  0.0000
C -1.16703 1.61330 -3.57277  0.0000
C -1.43908 1.88789 -4.92416  0.0000
C -2.22410 2.99425 -5.27445  0.0000
C -2.75340 3.81376 -4.26761  0.0000
C -2.49324 3.53606 -2.91277  0.0000
C -0.57288 3.58397 0.78913  0.0002
C 0.12828 4.61863 0.16293  0.0000
C 0.76781 5.59103 0.95167  0.0000
C 0.76988 5.49952 2.35228  0.0000
C 0.11735 4.42657 2.96657  0.0000
C -0.59153 3.51383 2.18764  0.0000
H -7.28448 1.99222 0.98150  0.0000
H -6.37519 0.39346 -0.70927  0.0000
H -3.96332 0.40801 -1.26723  0.0000
H -3.34012 3.68483 1.47862  0.0000
H -5.75214 3.63695 2.06953  0.0000
H -0.55637 0.74445 -3.31370  0.0000
H -1.03417 1.23487 -5.69951  0.0000
H -2.42401 3.21115 -6.32577  0.0000
H -3.37335 4.66811 -4.53087  0.0000
H -2.93304 4.16536 -2.13784  0.0000
H 0.18441 4.67486 -0.92801  0.0000
H 1.27450 6.42451 0.46816  0.0000
H 1.27201 6.24823 2.96642  0.0000
H 0.13274 4.27571 4.04641  0.0000
H -1.10093 2.72294 2.73367  0.0000

Atomic forces in eV per Å
O 0.8 0.0 -0.4
C 0.0 -0.2 0.2
C 0.2 -0.3 0.2
C 0.1 0.0 0.1
H 0.2 -0.3 0.2
C 0.2 -0.2 0.4
H 0.3 0.1 0.3
C 0.0 -0.1 0.0
H 0.3 0.5 -0.1
C -0.3 -0.1 -0.1
H -0.2 0.2 -0.3
C -0.3 0.1 0.0
H -0.3 -0.3 -0.1
H -0.1 -0.1 -0.1
C 0.4 0.1 0.2
C -1.2 -0.5 0.2
H 0.0 -0.1 -0.4
H 0.0 -0.1 0.2
H 0.0 0.1 0.0
C 0.6 0.2 -0.3
C -0.3 0.0 0.5
H 0.2 0.0 0.0
H 0.0 0.1 -0.3
H 0.3 0.0 0.0
H -0.1 -0.2 -0.2
Tm -2.2 1.1 1.7
Cl 0.0 -0.2 -0.2
Cl 0.4 -0.8 1.2
H -0.1 0.0 0.2
H 0.3 0.1 0.1
C 0.4 -0.2 -0.4
C -0.3 -0.1 0.4
N 0.3 0.2 -0.3
H -0.4 -0.1 -0.1
C -0.4 0.7 0.2
O 0.8 -1.4 -1.6
H 0.1 -0.3 0.1
H -0.5 0.0 0.3
H 0.2 0.2 0.0
H 0.1 0.2 -0.2
H -0.1 -0.1 0.1
H -0.1 -0.2 0.1
C 0.0 0.1 -0.1
C 0.0 0.0 0.2
N 0.2 0.1 -0.1
H 0.1 -0.1 -0.2
C -2.0 0.6 0.8
O 2.5 -0.5 -0.9
H 0.1 0.3 0.1
H 0.1 0.4 0.0
H -0.1 -0.1 0.0
H -0.2 0.0 -0.1
C 0.4 0.0 -0.1
C 0.2 0.2 0.1
C -0.4 0.1 0.2
C 0.4 0.2 0.0
C -0.5 -0.3 -0.1
C 0.1 -0.2 -0.2
Sb 0.1 -0.8 -1.2
C -0.1 0.7 1.1
C -0.2 0.3 -0.4
C -0.1 0.1 0.3
C 0.1 -0.1 0.4
C 0.1 -0.2 0.2
C -0.1 0.2 -1.4
C -0.3 0.3 -0.6
C 0.2 0.3 0.6
C 0.0 -0.1 0.1
C -0.1 -0.3 -0.3
C -0.1 0.2 -0.5
C 0.2 0.1 0.3
H 0.3 0.0 -0.1
H 0.1 0.1 0.1
H -0.1 0.2 0.2
H -0.2 -0.2 -0.1
H 0.0 -0.1 -0.2
H -0.2 0.4 0.0
H -0.1 0.2 0.2
H 0.0 -0.1 0.3
H 0.1 -0.1 0.0
H 0.1 -0.1 -0.2
H -0.1 0.1 0.3
H -0.1 -0.2 0.1
H -0.1 -0.2 -0.3
H 0.0 0.2 -0.2
H 0.0 0.2 -0.4